Entry from the OMol25 dataset: C44H30CsN9O10 as an isolated structure in a non-equilibrium geometry (ωB97M-V/def2-TZVPD).

XYZ file:
```
94
Properties=species:S:1:pos:R:3:lowdin_charge:R:1
Cs -0.0230 0.0041 -0.3991 1.071
C -1.0747 -3.0186 -4.4388 -0.055
C -1.1879 -2.0909 -5.4796 -0.075
C -0.7072 -0.8500 -5.2755 -0.014
C -0.0365 -0.5157 -4.0259 -0.215
N 0.0203 -1.4150 -3.0386 0.032
C -0.5508 -2.6273 -3.2364 -0.109
C 0.6475 0.7605 -4.0526 -0.227
C 1.5326 1.1076 -5.0215 -0.045
C 2.2549 2.3016 -4.9714 -0.074
C 1.9175 3.2719 -4.0688 -0.002
C 1.0277 2.8661 -3.0285 -0.213
N 0.4775 1.6754 -3.0299 0.135
C 0.6402 3.7551 -1.8977 -0.235
C 0.0413 4.9846 -2.1747 -0.045
C -0.4716 5.7271 -1.1063 -0.068
C -0.4282 5.1662 0.2040 -0.038
C 0.2591 3.9738 0.3778 -0.121
N 0.8039 3.3345 -0.6334 0.125
H -1.4301 -4.0280 -4.5219 0.100
H -1.6828 -2.4584 -6.3712 0.106
H -0.7648 -0.0442 -5.9775 0.104
H -0.4310 -3.2969 -2.4100 0.083
H 1.8854 0.3656 -5.7819 0.129
H 3.0517 2.4550 -5.7089 0.108
H 2.4013 4.2444 -3.9821 0.115
H 0.0352 5.4245 -3.1778 0.105
H -0.8296 6.7779 -1.2863 0.108
H -1.0873 5.5388 1.0044 0.106
H 0.4015 3.5265 1.3824 0.118
O -4.7500 -2.9780 1.2042 0.106
C -4.5565 -4.0903 0.4786 -0.429
O -5.4894 -4.8145 0.0829 0.040
C -3.1508 -4.5806 0.2333 -0.122
C -2.0619 -4.0789 0.9318 0.000
C -0.8273 -4.5624 0.6056 0.005
C -0.6311 -5.3222 -0.5953 -0.306
C -1.7407 -5.9548 -1.0978 -0.040
C -2.9713 -5.5426 -0.7316 -0.032
N 0.4987 -5.1722 -1.3279 0.102
C 1.5811 -4.5933 -0.8972 -0.067
C 2.6686 -4.0814 -1.6904 -0.260
C 2.8295 -4.3935 -3.0410 -0.032
C 3.8672 -3.8656 -3.7868 -0.079
C 4.7526 -3.0397 -3.1181 -0.069
C 4.6357 -2.9093 -1.7371 -0.153
N 3.6200 -3.3585 -1.0636 0.124
H -4.1145 -2.2636 1.0863 0.023
H -2.1523 -3.3857 1.7950 0.146
H 0.0044 -4.1965 1.1183 0.082
H -1.5758 -6.7825 -1.8039 0.120
H -3.7861 -6.0441 -1.1943 0.112
H 1.6340 -4.3156 0.1751 0.125
H 1.9992 -5.0070 -3.4721 0.123
H 3.9030 -4.2332 -4.8069 0.103
H 5.5991 -2.5252 -3.6485 0.115
H 5.3500 -2.3009 -1.1949 0.112
O 1.9290 0.9944 1.6641 -0.210
C 1.9451 1.1147 2.9162 -0.410
C 1.3746 0.0718 3.7810 -0.031
C 1.7067 -0.0660 5.1049 -0.141
C 2.3540 0.9993 5.7458 -0.169
C 2.7098 2.1762 5.0613 -0.081
C 2.6341 2.2056 3.6366 -0.111
C 3.6102 3.0477 2.9486 -0.305
N 4.4495 2.7265 1.9847 0.095
C 5.2770 3.7636 1.7676 -0.202
C 4.9854 4.7660 2.6750 -0.165
N 3.9414 4.2986 3.4768 0.063
H 0.8290 -0.7094 3.2931 0.083
H 1.4745 -0.9291 5.6979 0.079
H 2.6512 0.9859 6.8090 0.073
H 3.0865 3.0748 5.6274 0.097
H 6.0590 3.7071 1.0197 0.077
H 5.6548 5.6228 2.9144 0.082
H 3.2753 4.7825 4.1597 0.175
O -3.0916 -1.2088 0.4733 -0.032
C -3.2570 -0.0037 0.3549 -0.715
O -2.9993 0.6674 -0.7277 -0.148
C -3.7114 0.8529 1.4729 -0.071
C -4.9770 0.6038 2.0313 0.076
C -5.1707 0.9497 3.4183 -0.180
C -4.2428 1.7112 4.0487 0.020
C -3.1354 2.1582 3.3604 -0.051
C -2.6523 1.6094 2.0907 -0.330
O -1.4731 1.5497 1.7129 -0.084
N -2.3415 3.2234 4.0037 -0.308
O -1.5023 3.8584 3.2789 0.016
O -2.6136 3.4275 5.1786 0.022
N -6.5222 1.0386 3.9148 -0.363
O -6.6597 1.9208 4.7967 -0.011
O -7.4311 0.3765 3.4332 0.029
H -5.7777 0.2147 1.3623 0.140
H -4.2157 1.8933 5.1360 0.137
```

Calculated values
Frontier orbital gap   3.9 eV
Charge   -2
Energy above the lowest of the compared OMol25 structures with the same formula, charge and spin   223.8 kJ/mol
Largest force on an atom   6.15 eV Å⁻¹